No. 1
Computed, not measured: a cluster of 5 separate species, C27H60NO9PSi in total at a distorted geometry, with wB97M-V/def2-TZVPD.

Positions of all 99 atoms, in Å:
P -1.89071 2.09271 -0.84648
Si -0.86885 2.67700 -2.75982
O -4.56358 5.38147 -2.35365
O -2.09790 -1.39852 -3.66888
O -1.95834 -3.52938 -5.69258
O 3.97150 -4.84161 8.18704
O 1.84585 2.07290 -3.06273
O 1.71950 -2.34758 1.46052
O 0.21604 -2.54800 3.98037
O -7.04305 6.16500 -3.73083
O 1.14852 -5.65888 8.32399
N -3.45455 1.78892 -1.11472
C 3.55875 4.10157 -1.40602
C -0.81813 -2.92570 -5.09554
C 2.24220 4.64360 -0.64799
C -1.10924 -2.42581 -3.67870
C 4.21511 -2.20216 -0.72016
C 3.04320 0.00994 -1.91141
C -5.74556 6.59230 -4.12538
C 3.64283 2.51458 -1.29427
C 3.64624 -3.95204 9.24803
C -4.66794 5.56788 -3.76194
C -5.31642 4.26243 -1.88923
C 2.24552 -2.90769 2.65704
C 0.56427 1.38242 -3.05167
C 4.04825 -0.59621 -0.90759
C -7.43780 6.69765 -2.47307
C 4.90273 0.40096 -0.07082
C 2.77250 1.51368 -2.14001
C 3.54125 -6.17416 8.43575
C 3.72949 4.66420 -2.90663
C 2.18830 -6.47120 7.78527
C -3.40451 -1.89691 -3.40721
C 4.67966 1.92043 -0.27533
C 0.89916 -4.49728 7.54221
C -0.94073 -2.47610 3.15637
C 1.48772 -0.95232 1.56448
C -2.68508 -2.63093 -6.52202
C 1.15157 -3.52502 3.53112
H -6.28055 4.16851 -2.39457
H -0.37587 4.04300 -2.59511
H -3.59486 -2.85031 -3.90429
H 2.40628 -0.72654 -2.53012
H 1.92254 -7.51164 7.99808
H -4.74111 3.34492 -2.03618
H -0.43505 -2.11477 -5.72604
H -1.66391 3.10656 0.16062
H 4.77011 -2.60224 -1.63616
H -3.56116 0.78509 -0.85150
H 5.32239 2.66450 0.30982
H 0.41265 0.93611 -4.10854
H 4.39514 -4.03940 10.04057
H -3.69511 -3.02682 -6.64578
H 2.94034 -3.70322 2.36537
H 0.63760 -4.33646 3.00560
H 0.39456 -3.76526 8.17495
H -2.20819 -2.57414 -7.50481
H -1.40591 -3.25062 -3.02286
H -0.19156 -1.98926 -3.27004
H -5.49871 4.39661 -0.82143
H 3.17365 -2.69068 -0.60634
H -1.40949 -1.50345 3.31571
H 2.42650 -0.41739 1.39670
H 2.65541 -4.13955 9.66635
H -1.85434 2.64324 -3.84925
H 2.81726 -2.15797 3.21616
H 1.82802 5.56020 -1.20392
H -0.70412 -2.57562 2.09487
H -8.24043 6.07177 -2.07768
H 4.76291 -2.44430 0.26595
H -1.20764 0.88956 -0.39722
H 0.44111 0.60755 -2.22392
H 5.67460 -0.00108 0.65898
H 0.77813 -0.66827 0.78407
H 1.07368 -0.65940 2.53151
H -3.54431 -2.01842 -2.32894
H 3.56135 5.80681 -2.87321
H -0.03869 -3.69305 -5.03454
H 1.47376 3.78463 -0.64345
H 4.28763 -6.84408 7.99501
H -1.64773 -3.26025 3.44306
H 2.47283 4.96982 0.43662
H -4.12548 -1.16536 -3.77571
H 3.67026 -2.93361 8.85487
H 4.45956 4.52367 -0.81490
H 4.80322 4.49451 -3.30101
H -4.84815 4.61145 -4.26361
H 1.62059 -3.95151 4.42381
H -7.82064 7.71333 -2.61032
H -3.69985 5.94708 -4.10603
H 2.98991 4.21905 -3.65569
H 3.51074 -6.37613 9.51265
H -5.51399 7.57347 -3.69476
H 2.24059 -6.35694 6.69755
H -5.75810 6.70438 -5.21520
H 0.24387 -4.75101 6.70356
H -6.62176 6.71498 -1.74806
H -2.75496 -1.62772 -6.09690
H 1.81678 -4.04651 7.15809

Output
E_HOMO: -8.21 eV
HOMO-LUMO gap: 0.3140 hartree
Electronic energy: -66044.1329 eV
SMILES: Cc1ccc(C(C)C)c(OC[SiH2][PH2]=N)c1.COCCOC.COCCOC.COCCOC.COCCOC

Löwdin atomic charge list, values in e, 2 entries:
1 P 0.540
2 Si 0.588



No. 2
Computed, not measured: a cluster of 2 separate species, C6H12ClN2OP in total at a distorted geometry, with wB97M-V/def2-TZVPD.

Positions of all 23 atoms, in Å:
Cl 4.04164 -2.16855 0.00319
P 1.33975 1.80153 -1.43178
O 2.34803 1.47853 -0.16442
N -0.12865 1.68914 -0.64971
N 1.00815 -1.69675 1.68589
C 1.79263 -1.38002 0.89832
C -3.15184 -0.14601 0.52979
C -2.89718 0.18559 -0.73937
C 2.76589 -0.99871 -0.13900
C -3.16918 -1.50780 0.99537
C 3.39129 0.48321 -0.22966
H 0.01378 2.10869 0.36203
H -3.40040 0.62704 1.30373
H 2.21516 -1.13418 -1.08050
H -2.82717 1.27286 -1.11790
H 4.02626 0.58968 0.71721
H 4.00048 0.72113 -1.13400
H -3.71588 -1.56895 1.95071
H -0.81508 0.90897 -0.54386
H -2.14190 -1.85831 1.29756
H -2.63892 -0.54935 -1.47720
H -3.71184 -2.12370 0.30525
H 1.65497 3.26596 -1.34165

Output
E_HOMO: -9.20 eV
HOMO-LUMO gap: 0.3648 hartree
Energy relative to the best compared isomer or geometry (same formula, charge and spin): 0.000 eV
Electronic energy: -33253.4595 eV
SMILES: N#C[C@H](Cl)COPN.C=CC

Löwdin atomic charge list, values in e, 2 entries:
1 Cl 0.685
2 P 0.724



No. 3
Computed, not measured: a cluster of 5 separate species, CH14NO4 in total at a distorted geometry, with wB97M-V/def2-TZVPD.

Positions of all 20 atoms, in Å:
O -1.11698 2.44798 1.20773
O -0.48333 -3.46310 -1.07107
O 1.82368 -0.45239 1.65666
O 1.74853 1.77418 -0.02968
N -0.10222 -0.60119 -0.55695
C -1.37596 0.02597 -0.86990
H 0.23428 -3.83682 -1.60044
H -2.18854 -0.33583 -0.25195
H 0.99673 2.36934 0.10602
H -1.66591 -0.26862 -1.84961
H 0.24769 -0.65880 0.41386
H -1.24841 1.10259 -0.82812
H 2.48698 2.30187 -0.35761
H -0.83416 3.12187 1.83983
H -2.02528 2.69273 0.98925
H 0.73303 -0.17818 -1.01322
H -0.04942 -1.59149 -0.85167
H 1.88045 -0.83881 2.53831
H -1.23459 -4.05851 -1.18723
H 2.17341 0.44722 1.71582

Output
E_HOMO (alpha / beta): -2.28 / -11.49 eV
HOMO-LUMO gap (alpha / beta): 0.1024 / 0.4426 hartree
Multiplicity: 2
Energy relative to the best compared isomer or geometry (same formula, charge and spin): 0.102 eV
<S²>: 0.750
Electronic energy: -10941.2498 eV

Löwdin atomic charge list, values in e, 2 entries:
1 O -0.119
2 O -0.132



No. 4
Computed, not measured: a structure of composition C14H11FeN5O3 at a distorted geometry, with wB97M-V/def2-TZVPD.

Positions of all 34 atoms, in Å:
Fe 1.98088 0.50813 -0.63209
O 1.47773 -1.88378 0.87932
O 3.27583 1.03984 1.93085
O 4.43342 0.15444 -2.04872
N -3.46770 -5.46186 5.74633
N -3.03553 -1.32323 3.50819
N -1.07317 -2.24892 4.66361
N -4.40597 -3.14431 3.95689
N -1.38596 -4.43528 5.70114
C -2.68889 -4.42355 5.38029
C -0.67152 1.07368 0.42243
C -2.35931 -2.19139 4.35004
C -1.14143 -0.93920 1.87363
C 3.38634 -0.00012 -1.52478
C -1.49704 0.02238 2.93540
C -0.65495 -3.36105 5.33096
C -1.32983 1.87836 1.31835
C 1.12055 -0.77206 0.53712
C -3.24972 -3.31145 4.65942
C -4.24583 -1.94934 3.28792
C 2.88164 0.78660 0.84981
C -1.67600 1.35834 2.58862
C -0.43661 -0.36961 0.64497
H -1.52784 2.93634 1.06756
H -1.19487 -0.23304 3.97175
H 0.40422 -3.37246 5.59505
H -5.01798 -1.53008 2.64289
H -2.07738 2.05638 3.30880
H -0.86371 -0.93932 -0.20382
H -4.43462 -5.48508 5.49479
H -2.13026 -1.25878 1.49209
H -0.33908 1.48238 -0.55125
H -0.66794 -1.82408 2.31052
H -3.04978 -6.20630 6.29692

Output
E_HOMO (alpha / beta): -6.59 / -6.86 eV
HOMO-LUMO gap (alpha / beta): 0.2286 / 0.1301 hartree
Multiplicity: 5
Energy relative to the best compared isomer or geometry (same formula, charge and spin): 1.170 eV
<S²>: 6.073
Electronic energy: -62669.0625 eV

Löwdin atomic charge list, values in e, 2 entries:
1 Fe 0.456
2 O 0.022



No. 5
Computed, not measured: a structure of composition C17H53F6HfO26S6 at a distorted geometry, with wB97M-V/def2-TZVPD.

Positions of all 109 atoms, in Å:
Hf -3.38123 -4.04172 1.22258
S -5.70187 -1.93289 -0.91777
S 3.91987 0.75159 -2.77840
S -0.58166 3.65975 -2.75506
S 3.88304 -1.76493 5.28120
S 2.49363 3.68139 4.20329
S -0.74130 -3.27113 3.73570
F -0.67068 -1.43643 5.60288
F 0.34606 -0.73945 3.79860
F -8.12107 -1.86331 0.02754
F -7.51206 -3.83961 -0.43534
F -8.08865 -2.41569 -2.03187
F -1.84496 -0.90784 3.78851
O -5.39617 -2.07287 -2.32519
O -0.68908 -0.22143 -4.19702
O -1.90140 4.43033 -2.12537
O 1.62480 4.45222 3.28728
O 0.50835 -3.58829 3.03360
O 4.44609 1.23298 -1.56275
O -1.92743 -3.57772 2.99756
O 4.61061 1.09208 -4.02779
O 3.04031 2.32784 3.42648
O -0.78086 -4.08446 4.96916
O 1.90164 -3.75645 0.73210
O -4.72972 0.43066 1.73306
O 3.90245 -0.94569 -2.75530
O -4.61978 -0.46140 -4.27543
O -4.88272 -2.87878 -0.10851
O 0.40941 3.77748 -1.67270
O 2.05613 3.15237 5.49686
O -2.85608 -4.32271 -1.25168
O -1.98543 -2.77688 -3.49123
O 2.71472 -2.67286 5.22627
O -5.67227 -0.56257 -0.40443
O -0.98915 2.36433 -3.32260
O 4.44437 -1.48562 3.78388
O -1.90256 -2.23001 0.44866
O 4.96085 -2.04657 6.19424
O -3.92978 -1.98047 2.42806
C 3.46404 -1.35889 2.73732
C 4.07036 4.56053 4.48429
C -3.14484 4.39760 -2.79450
C 3.53861 2.43756 2.14635
C 3.25014 0.01838 5.63874
C -1.16840 -1.34737 -0.32211
C 4.22179 -1.15077 1.41888
C 0.04416 4.95238 -4.05934
C 2.04331 1.03299 -2.86494
C -7.49513 -2.55245 -0.81706
C 3.60527 -1.59455 -3.90898
C -2.07182 -0.32509 -1.03752
C -0.74637 -1.40419 4.28281
C -3.91809 3.18606 -2.18183
C 4.74880 -1.94050 -4.75942
C 2.43498 1.92951 1.22450
C -0.06061 -0.72341 0.43889
H -4.40877 0.25077 -3.67168
H 1.53939 2.53114 1.06939
H 2.84841 -2.25717 2.69047
H 4.47163 1.87616 2.09729
H 0.42792 0.09177 -0.09489
H 4.71697 -2.07610 1.12451
H 2.77740 1.78731 0.19950
H -2.98350 4.39731 -3.87249
H 4.67636 4.66755 3.58461
H -0.73064 -1.92680 -1.13496
H -0.77390 0.68577 -3.90372
H 3.84662 5.51624 4.95827
H 5.44636 -1.10968 -4.86546
H 1.12555 5.08578 -4.08941
H -3.73610 5.22605 -2.40439
H -4.96628 3.28387 -2.46439
H 4.99547 -0.38808 1.50719
H 3.48521 -0.82939 0.68249
H -4.13210 -1.11069 2.08344
H -3.83072 3.13999 -1.09631
H 4.10482 0.68021 5.49871
H 2.07703 0.96274 1.57852
H 4.48226 -2.15166 -5.79502
H -4.19656 -1.94271 3.34656
H 0.75786 -1.37782 0.73882
H -4.18108 1.18261 1.50993
H 2.85678 -0.05336 6.65276
H 1.82103 2.08315 -2.67557
H -2.77803 -2.69607 -4.02177
H 1.63379 -4.00597 1.61654
H -0.52740 -0.37653 1.36078
H 1.73563 0.81605 -3.88787
H 3.30905 -2.62436 -3.70938
H 2.88315 -0.47753 3.00907
H -2.68572 -0.85700 -1.76436
H -0.45228 5.88711 -3.79870
H -1.42736 0.43403 -1.48082
H 2.43120 0.29370 4.97419
H 4.58038 3.86647 5.15232
H -5.15345 0.18987 0.90923
H 5.30860 -2.77599 -4.33907
H -2.60470 -3.63742 -1.87089
H 3.76016 3.47660 1.90264
H -4.74967 -1.22371 -3.71131
H -1.53444 -1.94022 -3.60456
H -0.39037 4.64813 -5.01155
H -3.62434 2.19553 -2.52920
H 1.57476 0.32958 -2.17663
H -1.43448 -0.35506 -4.78248
H -2.96508 -5.10566 -1.79144
H 1.49050 -2.90409 0.58832
H -2.84489 0.16307 -0.44410
H 2.77485 -1.13872 -4.44817

Output
E_HOMO: -11.94 eV
Net charge: +1
HOMO-LUMO gap: 0.1532 hartree
Electronic energy: -154332.3384 eV

Löwdin atomic charge list, values in e, 2 entries:
1 Hf 2.282
2 S 0.647